{"formula": "C38H30AsFeN4O10P", "method": "ωB97M-V with the def2-TZVPD basis set", "multiplicity": 5, "e_homo_ha": [-0.3167, -0.3191], "total_energy_ha": -6278.210721, "lumo_energy_ha": [-0.0524, -0.0524], "orbital_gap_ev": [7.19, 7.26], "fmax_ev_per_a": 3.52, "elements": ["As", "Fe", "P", "O", "O", "O", "O", "O", "O", "O", "O", "O", "O", "N", "N", "N", "N", "C", "C", "C", "C", "C", "C", "C", "C", "C", "C", "C", "C", "C", "C", "C", "C", "C", "C", "C", "C", "C", "C", "C", "C", "C", "C", "C", "C", "C", "C", "C", "C", "C", "C", "C", "C", "C", "C", "H", "H", "H", "H", "H", "H", "H", "H", "H", "H", "H", "H", "H", "H", "H", "H", "H", "H", "H", "H", "H", "H", "H", "H", "H", "H", "H", "H", "H", "H"], "coordinates": [[4.847165, -16.337983, -2.124940], [5.813494, -23.588252, -1.500702], [6.404019, -20.869215, -2.346482], [4.990017, -23.725826, -3.328832], [7.937830, -23.492731, -1.591625], [4.338064, -26.435714, -8.894614], [4.786241, -24.467557, -8.050507], [8.082339, -28.584020, 1.173586], [3.184984, -29.939108, -5.984443], [9.561090, -27.266383, 0.099461], [3.289321, -29.699451, -3.816180], [4.848842, -25.450270, -1.949443], [9.598597, -24.867195, -1.049657], [4.488508, -25.661602, -7.952584], [3.418555, -29.297998, -4.976330], [6.302628, -24.435687, 0.228228], [5.492806, -25.240525, 1.029369], [7.232836, -14.171415, -4.852731], [8.517259, -14.699444, -4.736900], [8.965057, -19.682385, -2.511697], [7.470918, -25.137291, -0.008484], [4.736376, -24.969083, -3.107596], [2.432221, -17.489900, -3.199884], [1.572027, -18.013311, -4.164691], [6.404290, -15.731293, -3.190088], [3.826533, -27.925709, -5.176853], [3.681700, -16.954868, -3.583430], [10.626989, -19.806230, -0.734713], [6.148983, -26.407267, 1.310867], [4.320036, -26.179283, -6.626058], [8.428770, -20.780274, -0.408143], [8.395464, -27.528497, 0.666511], [10.258129, -19.383737, -2.018437], [7.949810, -22.071522, -4.441455], [7.108896, -22.399043, -6.708429], [1.909729, -17.993422, -5.532843], [4.063822, -27.155270, -4.014921], [8.722607, -15.767348, -3.837656], [9.690260, -20.475108, 0.079331], [6.180179, -14.682819, -4.090395], [8.435620, -24.476150, -0.929641], [5.554575, -19.238531, -2.759285], [4.423873, -25.806543, -4.258286], [3.874217, -27.481902, -6.486334], [7.692273, -16.271257, -3.048208], [4.037743, -16.910226, -4.935450], [8.062955, -20.387857, -1.696417], [4.519239, -25.277374, -5.546829], [3.145780, -17.429870, -5.880313], [5.769726, -21.187110, -5.071521], [8.129422, -22.520960, -5.745500], [5.519164, -18.175026, -1.713435], [7.396627, -26.416577, 0.659402], [6.759403, -21.388806, -4.092894], [5.923039, -21.754451, -6.336586], [4.664761, -24.889754, 1.518055], [9.589802, -26.360557, -0.299969], [9.923142, -20.755806, 1.090669], [2.184762, -17.540331, -2.137965], [5.715416, -27.195625, 1.923806], [5.015239, -16.548167, -5.244906], [1.269660, -18.372871, -6.316467], [7.742516, -21.374140, 0.191185], [6.500101, -18.031546, -1.241280], [5.068022, -21.676294, -7.024131], [4.534531, -19.508043, -3.064495], [5.163870, -14.306129, -4.241318], [9.698179, -16.192079, -3.709003], [4.837545, -24.252785, -5.702805], [9.327486, -14.317730, -5.337348], [3.961401, -27.532754, -2.999305], [7.030893, -13.367384, -5.560063], [4.845135, -18.509077, -0.916143], [0.616587, -18.445644, -3.845291], [11.667845, -19.708424, -0.413698], [10.929975, -18.853130, -2.677946], [7.885892, -17.075186, -2.348356], [6.002559, -18.877789, -3.705960], [8.710879, -22.248765, -3.690225], [8.680520, -19.431425, -3.518574], [4.883235, -20.620421, -4.808147], [9.025610, -23.068103, -5.989804], [3.447210, -17.373311, -6.921474], [3.638285, -28.116614, -7.373446], [7.237724, -22.834084, -7.698757]], "forces_ev_per_angstrom": [[0.5423, -0.5769, -0.5336], [0.9364, 1.6283, -0.8556], [0.3019, 0.0417, -0.3690], [-0.3782, -0.8740, 0.3942], [-0.7488, -0.7114, 0.5484], [0.1627, 0.8299, 0.7337], [-0.3179, -1.2886, -0.2273], [0.5611, 0.4819, -0.3034], [0.0694, -0.2856, 0.5818], [-0.2967, -0.5896, 0.3211], [0.2237, 0.2427, -1.3787], [-0.3081, 0.0418, -0.4563], [-0.4888, -0.5177, 0.6718], [0.2857, 0.9663, -1.6875], [-0.7617, -1.0944, 0.7926], [0.5680, -1.8067, 1.7330], [2.3815, -0.6303, -0.4488], [-0.0756, 0.0258, -0.0896], [-0.5828, -0.8188, 0.7511], [0.6188, -0.2444, 1.3943], [-2.9293, -0.6973, 1.8269], [0.4497, 1.1795, 0.2469], [0.6594, 0.0304, -0.5827], [-0.3588, -0.2288, -0.2985], [-0.3167, -0.0346, 0.0559], [-0.1804, 0.4214, 1.4301], [-0.3128, 0.2078, -0.0813], [-0.3128, -0.3133, -0.1859], [0.3448, 0.4517, -0.6476], [-0.5058, 0.8981, 1.4018], [0.0502, 0.2251, -0.2526], [-0.6183, -0.3256, 0.3057], [-1.1153, -0.5099, -0.0224], [-0.8395, 0.4214, -0.0177], [0.0069, 0.1171, 0.8762], [1.0002, 0.6765, 0.9132], [0.1884, 0.8035, -2.0172], [-0.2771, 0.6553, -0.1510], [0.2718, 0.4411, -0.6273], [0.3349, -0.2041, -0.0074], [0.7196, 1.1109, -1.5338], [0.0370, -0.2962, -1.3299], [-0.6714, -1.3238, -0.3835], [0.6004, 0.1798, -0.2427], [-0.5249, 0.6171, -0.5132], [-0.6806, -0.6424, 0.3896], [-0.1536, 0.1714, -0.6574], [0.2510, -1.6692, -0.3594], [-0.0351, 0.0361, -0.1485], [0.7448, -0.5227, 0.3970], [-0.7233, -0.1834, -0.2145], [-0.0655, 0.1492, 1.3941], [-0.8028, 1.8889, -0.3027], [0.4099, -0.0746, -0.1399], [-0.3052, 0.2517, -0.3957], [0.5723, -0.0394, -0.6470], [0.2965, 0.3164, -0.1761], [0.3254, -0.1609, 0.1508], [-0.1224, 0.0705, -0.2833], [0.1166, 0.3518, -0.1519], [-0.2888, 0.0054, 0.0088], [-0.1553, -0.0721, 0.1785], [0.0442, 0.1959, -0.0370], [-0.2004, -0.0681, -0.0171], [0.6035, -0.0264, 0.1142], [0.0971, 0.0363, 0.2259], [0.3745, 0.0254, 0.1304], [0.4458, -0.1076, -0.1030], [-0.1114, -0.1440, -0.0395], [0.0984, 0.0266, -0.0184], [0.1141, -0.0445, -0.4433], [0.0961, -0.1454, 0.1617], [0.1608, 0.0715, 0.1296], [0.3661, 0.1679, -0.1542], [-0.4611, 0.2401, 0.0694], [0.2592, -0.0541, 0.1278], [0.0688, 0.0549, -0.0970], [0.1120, -0.0831, 0.4554], [-0.0648, -0.0199, -0.0606], [0.0061, 0.2003, -0.2199], [-0.0709, -0.2417, -0.2572], [0.2155, 0.0465, -0.0935], [-0.1326, -0.1346, -0.0060], [0.3208, 0.6411, 1.1215], [-0.1189, 0.1633, 0.2345]]}